Entry 1:
Entry from the Open Molecules 2025 dataset: a structure of composition C24H72N13O7P4Sr2 (ωB97M-V/def2-TZVPD).

Properties
LUMO energy: -9.138 eV
HOMO-LUMO gap: 4.97 eV
charge: +3
energy: -98571.811 eV
2S+1: 1

```
122
C24H72N13O7P4Sr2 | the Open Molecules 2025 dataset | ωB97M-V/def2-TZVPD
H -3.74010 7.92337 2.84571
H 1.87779 -5.99298 -0.54921
H 1.55618 -3.95310 4.31609
C 2.49218 3.26307 -1.35549
C -0.49538 -2.40282 2.89327
H -3.05845 6.27398 3.11749
N 1.82127 -5.27874 1.48853
C 2.26644 1.07966 2.47645
C -0.38055 -5.06781 -4.21304
H 1.04208 -5.97345 3.34345
H 6.56089 0.17381 1.62248
H -0.59120 6.83806 -0.89833
N 3.04486 1.85454 1.49864
C -1.62398 6.95124 -1.24770
H 3.45620 3.31917 2.95215
H -1.16024 4.14502 -1.90393
H 1.80511 -7.23041 2.29842
H -0.70819 4.20278 3.26979
P -2.17744 -3.40867 -3.00450
H 4.31423 -3.22779 1.76312
C 3.77055 -2.41817 2.27471
N -2.33815 5.70308 -0.92926
N -1.79554 -4.58996 -4.13358
O 1.38783 -2.94840 0.24418
H 1.70269 2.57539 -1.65629
C 5.86119 0.96799 1.34406
H -0.76350 -5.70834 2.08257
P -2.77201 5.24695 0.63947
P 1.43866 -3.65281 1.55676
H -1.89419 3.37210 2.46742
H -3.52421 -3.32987 -0.00503
N -3.21071 -4.19888 -1.94308
H -2.26487 -5.87947 -5.69795
C -2.77961 -5.20717 -5.01847
H -1.97944 -5.83166 -1.39497
H -3.91879 -2.36307 -1.28349
H 3.29134 -3.59979 4.45681
H -2.71657 -0.86240 -5.24233
H 6.51316 1.77755 1.00748
P 3.46293 1.16369 0.04147
C 2.33292 -3.21860 4.11078
H -3.35607 -6.23547 -2.43612
H -1.87635 -0.73820 -3.66362
H -0.37109 -5.96810 -3.59076
H 0.27378 -4.32450 -3.77541
H 4.95447 4.06732 -0.45425
N 2.44924 -2.90960 2.67655
N 4.93577 0.45280 0.34956
H -4.40251 6.97976 -0.75707
C -0.98920 3.94838 2.24450
H -0.14525 -5.36274 -5.23093
C -1.04915 -4.66328 2.12266
H -1.53771 -4.44700 1.15637
H -1.85800 -4.47356 2.82832
C 3.49900 3.18347 1.86614
H -5.02386 -3.77952 -0.95295
C -4.48248 7.33576 0.26483
O -1.82978 0.71929 -1.41759
C -4.62016 -2.66086 -4.10044
N 3.69318 2.49007 -0.99495
H 2.01551 0.13174 1.99970
H 0.07483 -1.50729 2.66746
H -3.56357 -5.67354 -4.42276
H 6.38152 -0.97467 -0.20775
C 2.52674 -5.69166 0.29064
H -4.88363 -3.64966 -3.73757
O 2.46890 0.21134 -0.48811
H -1.55980 -2.19544 2.76501
Sr 0.72785 -1.28967 -1.57916
C -4.00124 -3.41760 -0.98904
H 2.15804 3.76739 -0.44433
H 5.75745 2.54932 -0.75226
N -0.02569 -3.64211 2.30223
C -3.02934 -5.60433 -1.60858
H -0.10775 6.31151 2.82834
H 3.13188 -6.60122 0.30372
O -0.93082 -2.79556 -2.45095
H -0.26957 3.36396 1.67723
N -3.19549 -2.37030 -3.82350
C 1.82908 -6.19430 2.62443
H -4.72845 -2.63922 -5.18208
H 5.31418 1.13312 2.27069
H -2.03147 7.71966 -0.59448
H 6.02178 0.13619 -1.46562
C -2.80222 -1.01194 -4.16185
H 2.00657 -2.30612 4.61690
H -1.58010 7.16738 -2.30917
H -2.92297 3.87775 -1.75373
C 4.96392 3.19889 -1.11749
H 3.13672 -4.88234 -0.11538
H 1.27485 1.52446 2.59984
H -4.79543 6.49596 2.83709
H 4.42301 -2.11977 3.08817
H -3.20950 -4.41911 -5.63880
H 5.21670 3.43803 -2.14846
H 0.27027 6.32795 1.15779
H -4.20155 8.38818 0.32650
H 2.81416 0.98230 3.41004
C -3.79810 6.86937 2.57836
H 4.86192 -1.22211 -0.92784
N -3.52812 6.65223 1.16281
H 4.58536 3.25518 1.76663
H 2.98903 4.01907 1.39325
Sr -4.83867 1.87245 1.40211
O -3.65601 4.03600 0.69448
H -2.21871 5.01307 -2.90844
C -2.14704 4.63221 -1.88532
O -2.41237 1.18830 0.61567
N -1.63272 0.61622 -0.19957
H 2.71627 4.01437 -2.10696
C 5.55046 -0.42263 -0.65496
H -5.20182 -1.94236 -3.52097
H 3.66890 -1.68595 1.47465
H -0.39556 -2.48656 3.98644
H -1.09021 7.32600 1.74646
H -3.59806 -0.31894 -3.86843
H 2.75995 -6.05969 3.18786
N -1.38930 5.18379 1.57448
H -5.50848 7.18566 0.60786
C -0.58018 6.37470 1.84600
H -3.55728 -5.93763 -0.71671
O -0.62389 -0.00311 0.20794
```

---

Entry 2:
Entry from the Open Molecules 2025 dataset: a cluster of 14 separate species, C24H72N4O28S5 in total (ωB97M-V/def2-TZVPD).

Properties
LUMO energy: -0.471 eV
HOMO-LUMO gap: 9.70 eV
charge: 0
energy: -143502.721 eV
2S+1: 1

```
133
C24H72N4O28S5 | the Open Molecules 2025 dataset | ωB97M-V/def2-TZVPD
H -1.29685 -2.87038 -1.70137
O 1.39625 0.72064 -6.03380
S -2.29094 0.05422 0.05056
O 1.62396 -1.11244 -4.28962
C -4.05268 3.97972 -2.16971
O -6.18864 3.39062 3.45186
H -4.24545 0.58821 -1.06439
H 0.04950 1.06265 0.97914
H -5.23105 1.61717 4.21966
C -0.66026 -3.55153 -2.26605
C 4.22411 3.31020 1.10322
O 1.55068 -4.88937 2.30161
O 2.61710 3.27675 -0.54758
O 2.82888 -3.19721 1.65971
H -5.53127 2.26755 1.51388
H -0.72808 2.59052 3.25455
H 0.02022 -6.55320 0.98115
O 2.20198 0.88607 2.99896
H -1.35860 -5.44353 1.63570
H -2.89062 1.79408 -1.54579
H 2.12834 -1.00006 -8.75639
O -6.68890 -2.69069 -0.18823
S -5.10923 4.32899 4.29534
H 0.20645 -2.98145 3.21165
C 9.53818 -0.65425 3.36274
H -0.09491 0.89402 5.45182
C 0.30089 0.91222 -0.07076
O -1.72686 -5.04214 -0.73723
O -1.89020 3.65529 -2.95460
H 10.28139 -0.20828 4.02369
H 3.32896 -2.89479 -2.14835
H 0.10399 -2.73386 1.39649
H -7.00581 1.60239 4.11208
S -2.00274 -6.61679 -0.22757
H 2.40221 0.08436 4.92917
C 4.14523 -2.61577 -1.48205
H -3.21181 0.13702 -2.27755
H -0.69602 0.20355 -3.11038
H -3.81103 3.75231 -1.13145
H -3.51514 3.02347 3.08886
O -3.20400 4.79746 -4.25767
O -5.56160 5.69572 4.31278
O -3.37939 -6.89830 0.18230
H 5.38800 -2.00411 -2.79918
C -0.52103 0.39187 -4.16964
C 6.83712 -0.94926 1.50071
H -4.46808 -4.36116 -0.62529
O -0.07375 4.61383 -0.20088
O 7.39943 0.61681 4.08558
H -0.74405 1.36329 -4.61090
O 9.03634 1.93582 2.78373
N -2.99094 4.16832 -3.22657
H 3.65426 -0.27201 3.77436
O 0.06825 1.62669 4.85335
C -5.23284 0.44826 -4.64876
N 3.46636 3.96431 0.01972
H 0.31352 0.46487 -7.57806
H -4.78927 3.22099 -2.43399
O -2.39960 0.94195 1.23903
H -4.40082 -3.11530 0.73402
H -3.79046 1.56583 -5.41229
H -1.07077 0.89562 3.40064
H -4.65187 -4.89534 1.07335
H 1.51801 1.40789 3.42495
C -3.22014 0.76711 -1.38816
H 3.67861 -2.20408 -0.58713
C 0.73430 -2.75389 2.28554
O 7.73948 0.14008 1.65430
H -4.86317 -0.57607 -4.60184
H 3.63373 1.26956 4.51231
H -5.90788 0.56551 -3.80101
H 4.80816 -1.27954 1.79824
H -1.22921 -3.77454 -3.16864
H 1.44992 -0.82569 0.34999
H -2.01811 1.99662 4.34063
H 4.00729 3.90666 1.98941
N -6.27629 -3.78828 0.19765
H -1.09141 -0.34252 -4.73836
O -4.19657 1.35916 -4.56734
H -4.15838 4.43838 2.14162
H 4.60577 -3.55779 -1.18438
O 3.60212 5.16025 -0.24905
C -5.86107 1.46041 2.16800
S 1.25420 0.27035 -4.45762
H -1.39071 -7.14962 1.96182
C -0.43336 -4.75836 -1.32528
O 5.10338 -1.65062 -1.95323
H -6.84217 1.16166 1.79882
C 1.03705 -0.17512 -7.07306
C -3.72745 4.09257 3.08120
H 0.21813 -2.92555 -2.42311
H -5.19688 0.59911 2.09647
H 1.93246 -0.07694 -1.05256
H -0.78680 5.51212 1.53494
H 9.02228 -1.43387 3.92321
H 0.47762 4.24036 1.73793
H 6.95260 -1.33900 0.48934
O -7.12982 -4.69430 0.13382
H 2.67695 0.59829 -8.06875
C 2.96885 0.51004 4.10103
H 5.23339 0.09184 0.66367
H 9.95424 -1.01252 2.42113
H 5.38699 0.13581 2.49298
C -1.02562 -6.40773 1.25159
H 0.20951 -4.39780 -0.52228
C 5.47868 -0.44896 1.57770
H -4.61800 4.90860 -2.09419
H 4.00827 2.25864 1.29227
H -0.01680 -5.63798 -1.81604
H 7.05945 -1.64859 2.30667
H 0.21212 1.79642 -0.70194
N 1.80912 -3.71013 2.05045
C 2.30022 -0.40315 -7.86070
H 0.66240 4.11449 -0.56190
H 5.25747 3.46859 0.79469
H -1.24408 3.82492 1.18707
H -2.94524 4.79998 3.35657
H 1.14881 -1.76579 2.48537
H -5.73541 0.66397 -5.59162
O -0.72143 -0.03668 -0.54668
H 2.50600 0.72958 0.27964
O -4.76999 3.62689 5.54724
C -1.00688 1.82050 3.97388
S 8.38697 0.68691 3.03079
H 3.07792 -0.84094 -7.23490
O -2.77632 -1.29265 0.18447
O -1.28661 -7.56923 -1.08536
C -0.42217 4.54070 1.20101
C -4.78722 -4.06926 0.37522
H 0.54526 -1.11281 -6.81422
C 1.62174 0.17782 -0.03933
O 1.88801 1.33280 -3.62544
C -6.08835 1.93295 3.62517
```